ORCA calculation (ωB97M-V with the def2-TZVPD basis set) on a molecular structure, C5H6N2O2 in a non-equilibrium geometry.

Calculated values
E_HOMO = -9.0 eV
Frontier orbital gap = 9.0 eV
Molecular weight = 126.1 g mol⁻¹
Max |F| = 7.00 eV/A
Relative energy (zero: lowest compared OMol25 entry of this formula, charge and spin) = 882.2 kJ/mol
Electronic energy = -453.798198 Ha

```
! wB97M-V def2-TZVPD RIJCOSX def2/J DEFGRID3
* xyz 0 1
C 1.15 1.55 0.21
C 2.20 -0.65 -0.07
C -0.33 -0.55 -0.22
C -1.53 0.23 -0.40
C -2.55 0.84 -0.13
H 2.07 1.99 0.70
H 0.84 2.23 -0.67
H -0.04 1.36 0.91
H 2.93 0.18 -0.27
H -2.10 -3.00 0.73
H -3.29 1.52 -0.20
N 0.93 0.01 -0.40
N -0.60 -1.88 -0.06
O 2.38 -1.88 -0.16
O -2.07 -1.95 0.02
*
```

Atom charges from the Mulliken analysis, given in e for atoms 1 to 6: -0.742 0.080 0.586 -0.595 -0.087 0.399



ORCA calculation (ωB97M-V with the def2-TZVPD basis set) on a molecular structure, C5H6N2O2 in a non-equilibrium geometry.

Calculated values
E_HOMO = -9.1 eV
Frontier orbital gap = 9.6 eV
Molecular weight = 126.1 g mol⁻¹
Max |F| = 1.33 eV/A
Relative energy (zero: lowest compared OMol25 entry of this formula, charge and spin) = 418.8 kJ/mol
Electronic energy = -453.974704 Ha

```
! wB97M-V def2-TZVPD RIJCOSX def2/J DEFGRID3
* xyz 0 1
C -0.16 -0.74 -1.22
C 0.28 0.97 0.52
N 0.43 -1.92 -1.22
C -1.62 0.30 0.52
C -1.07 1.51 0.65
C 1.55 1.25 0.69
N -0.34 -0.38 0.28
O 0.01 -1.38 1.05
O -0.51 0.03 -2.06
H 0.54 -2.21 -0.20
H 0.71 -2.42 -2.05
H -2.57 -0.18 0.60
H -1.43 2.51 0.77
H 1.88 2.22 1.00
H 2.28 0.44 0.66
*
```

Atom charges from the Mulliken analysis, given in e for atoms 1 to 6: 0.449 0.291 -0.321 -0.560 -0.229 -0.988



ORCA calculation (ωB97M-V with the def2-TZVPD basis set) on C5H6N2O3S in the gas phase in a non-equilibrium geometry.

Calculated values
E_HOMO = -9.7 eV
Frontier orbital gap = 9.8 eV
Molecular weight = 174.2 g mol⁻¹
SMILES = CC(=O)/N=C1/NC(=O)[C@@H](S)O1
Max |F| = 5.37 eV/A
Relative energy (zero: lowest compared OMol25 entry of this formula, charge and spin) = 175.4 kJ/mol
Electronic energy = -927.516535 Ha

```
! wB97M-V def2-TZVPD RIJCOSX def2/J DEFGRID3
* xyz 0 1
C 2.12 1.28 0.69
C 1.42 0.76 -0.51
O 1.63 1.02 -1.64
N 0.50 -0.23 -0.12
C -0.81 -0.17 -0.36
N -1.67 -1.21 -0.18
C -3.01 -0.97 -0.47
O -3.87 -1.76 -0.16
C -3.14 0.53 -0.74
S -4.06 1.23 0.76
O -1.70 0.86 -0.61
H 2.96 1.86 0.46
H 2.41 0.33 1.22
H 1.42 2.05 1.03
H -1.37 -2.10 0.11
H -3.44 0.81 -1.74
H -2.98 1.95 1.14
*
```

Atom charges from the Mulliken analysis, given in e for atoms 1 to 6: -0.970 0.675 -0.530 -0.502 0.531 -0.047



ORCA calculation (ωB97M-V with the def2-TZVPD basis set) on a molecular structure, C5H6N2OS2 in a non-equilibrium geometry.

Calculated values
E_HOMO = -8.4 eV
Frontier orbital gap = 8.7 eV
Molecular weight = 174.2 g mol⁻¹
Max |F| = 5.93 eV/A
Relative energy (zero: lowest compared OMol25 entry of this formula, charge and spin) = 252.0 kJ/mol
Electronic energy = -1175.124316 Ha

```
! wB97M-V def2-TZVPD RIJCOSX def2/J DEFGRID3
* xyz 0 1
C -1.93 1.70 -0.78
C -2.29 -0.43 0.44
C -1.58 0.53 -0.14
C 0.27 0.09 0.34
C 2.76 -0.36 -0.89
N -2.18 2.67 -1.31
N -1.67 -1.39 1.27
O 0.85 0.82 1.27
S -0.03 -1.57 0.94
S 1.01 0.24 -1.37
H -3.32 -0.32 0.54
H 3.24 0.41 -0.36
H 3.25 -0.53 -1.94
H 2.85 -1.23 -0.40
H -2.08 -2.37 1.19
H 0.84 1.73 1.20
*
```

Atom charges from the Mulliken analysis, given in e for atoms 1 to 6: 0.259 -0.117 -0.349 0.318 -0.863 -0.488



ORCA calculation (ωB97M-V with the def2-TZVPD basis set) on a molecular structure, C5H6N2S in a non-equilibrium geometry.

Calculated values
E_HOMO (alpha / beta) = -8.5 / -8.5 eV
Frontier orbital gap (alpha / beta) = 8.4 / 8.4 eV
Molecular weight = 126.2 g mol⁻¹
Max |F| = 4.07 eV/A
Relative energy (zero: lowest compared OMol25 entry of this formula, charge and spin) = 339.3 kJ/mol
Electronic energy = -701.709736 Ha

```
! wB97M-V def2-TZVPD RIJCOSX def2/J DEFGRID3
* xyz 0 1
C 1.65 -0.83 0.00
C -0.15 0.57 -1.18
C -1.00 1.59 -0.97
C 0.04 0.70 1.28
C 0.46 -0.04 0.02
N 2.67 -1.36 0.03
N -0.64 -1.67 0.11
S -1.26 1.83 0.70
H 0.13 0.12 -2.21
H -1.55 2.06 -1.75
H -0.24 0.03 2.02
H 0.71 1.38 1.91
H -0.26 -2.27 0.84
H -0.56 -2.11 -0.79
*
```

Atom charges from the Mulliken analysis, given in e for atoms 1 to 6: 0.328 -0.435 -0.326 -0.563 0.403 -0.487



ORCA calculation (ωB97M-V with the def2-TZVPD basis set) on a molecular structure, C5H6N2S in a non-equilibrium geometry.

Calculated values
E_HOMO = -8.8 eV
Frontier orbital gap = 8.2 eV
Molecular weight = 126.2 g mol⁻¹
Max |F| = 5.88 eV/A
Relative energy (zero: lowest compared OMol25 entry of this formula, charge and spin) = 307.7 kJ/mol
Electronic energy = -701.721747 Ha

```
! wB97M-V def2-TZVPD RIJCOSX def2/J DEFGRID3
* xyz 0 1
C -1.51 1.73 -0.72
C -0.90 1.24 0.36
C -0.26 0.22 -1.77
C 0.95 -1.04 0.04
C 0.95 -1.13 1.55
N -1.17 1.17 -1.89
N 0.16 -0.05 -0.48
S 1.80 -1.95 -1.05
H -2.15 2.53 -0.62
H -0.98 1.10 1.43
H 0.18 -0.39 -2.53
H 1.12 -0.27 2.09
H 1.85 -1.74 1.78
H -0.03 -1.41 1.81
*
```

Atom charges from the Mulliken analysis, given in e for atoms 1 to 6: -0.285 -0.238 -0.016 0.564 -1.177 -0.592



ORCA calculation (ωB97M-V with the def2-TZVPD basis set) on a gas-phase ion, C5H6N3O2 (charge +1) in a non-equilibrium geometry.

Calculated values
E_HOMO (alpha / beta) = -15.3 / -15.7 eV
Frontier orbital gap (alpha / beta) = 8.4 / 8.5 eV
Molecular weight = 140.1 g mol⁻¹
SMILES = [H]/N=[N+]1/C(=O)C=CC(=O)N1C
Max |F| = 6.85 eV/A
Relative energy (zero: lowest compared OMol25 entry of this formula, charge and spin) = 329.4 kJ/mol
Electronic energy = -508.447295 Ha

```
! wB97M-V def2-TZVPD RIJCOSX def2/J DEFGRID3
* xyz 1 1
H 0.37 2.72 -0.15
N 1.16 2.08 -0.12
N 0.66 0.73 0.05
C 1.86 -0.29 0.12
O 2.94 0.12 0.12
C 1.39 -1.70 0.12
C 0.11 -2.02 -0.07
C -0.98 -1.07 -0.02
O -2.16 -1.27 0.05
N -0.57 0.33 0.02
C -1.56 1.33 0.07
H 2.17 -2.41 0.05
H -0.10 -3.09 -0.53
H -1.15 2.08 0.64
H -1.75 1.59 -1.05
H -2.39 0.86 0.68
*
```

Atom charges from the Mulliken analysis, given in e for atoms 1 to 6: 0.254 -0.585 0.090 0.390 -0.281 -0.349



ORCA calculation (ωB97M-V with the def2-TZVPD basis set) on a gas-phase ion, C5H6N3O2 (charge +1) in a non-equilibrium geometry.

Calculated values
E_HOMO = -14.1 eV
Frontier orbital gap = 8.1 eV
Molecular weight = 140.1 g mol⁻¹
SMILES = O=NOCc1cc[nH+]nc1
Max |F| = 6.07 eV/A
Relative energy (zero: lowest compared OMol25 entry of this formula, charge and spin) = 850.9 kJ/mol
Electronic energy = -508.248651 Ha

```
! wB97M-V def2-TZVPD RIJCOSX def2/J DEFGRID3
* xyz 1 1
O 2.01 -2.19 0.30
N 2.10 -1.19 -0.43
O 2.74 -0.19 0.20
C 1.85 0.99 0.38
C 0.29 0.52 0.04
C -0.57 -0.22 1.22
C -2.09 -0.66 0.67
N -2.39 -0.33 -0.76
N -1.70 0.30 -1.74
C -0.32 0.76 -1.45
H 1.95 1.32 1.52
H 2.19 1.92 -0.27
H -0.19 -0.44 2.30
H -2.85 -1.24 1.38
H -3.36 -0.64 -1.06
H 0.33 1.28 -2.28
*
```

Atom charges from the Mulliken analysis, given in e for atoms 1 to 6: -0.263 0.199 -0.117 -0.468 0.428 -0.305



ORCA calculation (ωB97M-V with the def2-TZVPD basis set) on a gas-phase ion, C5H6N3O2S2 (charge -1) in a non-equilibrium geometry.

Calculated values
E_HOMO = -3.6 eV
Frontier orbital gap = 6.7 eV
Molecular weight = 204.3 g mol⁻¹
Max |F| = 4.01 eV/A
Relative energy (zero: lowest compared OMol25 entry of this formula, charge and spin) = 38.9 kJ/mol
Electronic energy = -1305.106942 Ha

```
! wB97M-V def2-TZVPD RIJCOSX def2/J DEFGRID3
* xyz -1 1
C 0.29 1.34 -1.23
C -0.84 -1.70 0.40
C 0.01 1.62 0.13
C -2.11 0.32 0.06
C 2.06 -0.59 0.54
N -1.88 -0.95 -0.14
N -1.13 1.07 0.72
N 1.33 0.59 -1.47
O 0.64 2.49 0.76
O 2.33 -0.14 -0.72
S -0.98 -3.34 -0.13
S -3.52 0.97 -0.40
H 2.38 0.26 1.46
H 2.76 -1.47 0.55
H 0.97 -0.96 0.74
H -2.73 -1.41 -0.56
H -1.30 1.33 1.67
H 1.71 0.58 -2.37
*
```

Atom charges from the Mulliken analysis, given in e for atoms 1 to 6: -0.381 -0.751 0.589 -0.069 -0.096 0.143



ORCA calculation (ωB97M-V with the def2-TZVPD basis set) on a molecular structure, C5H6N4O in a non-equilibrium geometry.

Calculated values
E_HOMO = -9.6 eV
Frontier orbital gap = 9.9 eV
Molecular weight = 138.1 g mol⁻¹
Max |F| = 5.31 eV/A
Relative energy (zero: lowest compared OMol25 entry of this formula, charge and spin) = 409.5 kJ/mol
Electronic energy = -488.268897 Ha

```
! wB97M-V def2-TZVPD RIJCOSX def2/J DEFGRID3
* xyz 0 1
C -1.40 1.34 -0.08
C -0.08 1.58 0.03
C 2.08 -1.19 -0.26
C -2.02 -0.09 -0.11
C 1.37 -0.17 -0.94
N 1.78 -1.16 1.07
N -1.26 -0.89 0.70
N 0.86 0.49 0.14
N 1.11 -0.08 1.29
O -2.89 -0.44 -0.85
H -2.16 2.02 -0.18
H 0.30 2.59 -0.29
H 2.56 -2.05 -0.68
H -0.50 -0.29 1.63
H 1.30 0.16 -1.98
H -1.05 -1.83 0.52
*
```

Atom charges from the Mulliken analysis, given in e for atoms 1 to 6: -0.327 -0.439 -0.581 0.488 0.080 -0.378



ORCA calculation (ωB97M-V with the def2-TZVPD basis set) on C5H6N6 in the gas phase in a non-equilibrium geometry.

Calculated values
E_HOMO = -7.9 eV
Frontier orbital gap = 8.8 eV
Molecular weight = 150.1 g mol⁻¹
SMILES = Nc1nc(N)c2nc[nH]c2n1
Max |F| = 4.49 eV/A
Relative energy (zero: lowest compared OMol25 entry of this formula, charge and spin) = 22.6 kJ/mol
Electronic energy = -522.705403 Ha

```
! wB97M-V def2-TZVPD RIJCOSX def2/J DEFGRID3
* xyz 0 1
N -2.77 -1.14 -0.02
C -1.53 -0.63 -0.03
N -1.48 0.70 -0.13
C -0.30 1.25 -0.11
N -0.30 2.63 -0.03
C 0.82 0.46 -0.07
N 2.16 0.72 -0.18
C 2.73 -0.45 -0.02
N 1.83 -1.51 0.08
C 0.61 -0.93 0.01
N -0.57 -1.52 0.08
H -3.02 -2.11 -0.39
H -3.45 -0.37 -0.04
H -1.20 2.97 0.60
H 0.52 3.03 0.51
H 3.81 -0.59 -0.09
H 2.15 -2.50 -0.17
*
```

Atom charges from the Mulliken analysis, given in e for atoms 1 to 6: -0.413 0.287 -0.572 0.188 -0.637 0.752



ORCA calculation (ωB97M-V with the def2-TZVPD basis set) on C5H6N6 in the gas phase in a non-equilibrium geometry.

Calculated values
E_HOMO = -6.8 eV
Frontier orbital gap = 7.4 eV
Molecular weight = 150.1 g mol⁻¹
SMILES = N/N=c1/[nH]ncc2[nH]cnc12
Max |F| = 3.93 eV/A
Relative energy (zero: lowest compared OMol25 entry of this formula, charge and spin) = 299.3 kJ/mol
Electronic energy = -522.599982 Ha

```
! wB97M-V def2-TZVPD RIJCOSX def2/J DEFGRID3
* xyz 0 1
N 0.37 2.34 -1.73
N 0.99 1.11 -1.83
C 0.79 0.18 -0.96
N 1.65 -0.88 -0.96
N 1.57 -1.97 -0.22
C 0.58 -2.05 0.61
C -0.31 -0.97 0.80
N -1.30 -0.76 1.73
C -1.79 0.50 1.48
N -1.17 1.08 0.51
C -0.21 0.18 0.12
H 0.56 2.88 -2.63
H -0.55 2.34 -1.30
H 2.36 -0.96 -1.70
H 0.59 -2.86 1.37
H -1.44 -1.17 2.74
H -2.67 0.99 1.96
*
```

Atom charges from the Mulliken analysis, given in e for atoms 1 to 6: -0.477 -0.518 -0.138 0.346 -0.962 -0.486